No. 1
The following is a quantum chemistry calculation of a single C17H13ClN2O3S molecule at a distorted geometry, from OMol25.

## Properties
Electronic energy = -1849.29141 a.u.
F_max = 1.04 eV/Å
HOMO-LUMO gap = 9.56 eV
SMILES string = O=C(CNC(=O)c1ccc(Cl)cc1)OCc1nc2ccccc2s1
Energy relative to the best compared isomer or geometry (same formula, charge and spin) = 0.0 kcal per mole
HOMO energy = -9.08 eV

Last column: Löwdin charge in e.
Positions of all 37 atoms, in Å:
Cl 8.614 -1.627 -0.057  0.68
S -3.102 -0.194 0.782  1.10
O -0.962 1.041 -0.808  -0.02
O 3.386 2.535 0.157  0.08
O 0.481 -0.678 -0.965  0.12
N 2.313 0.599 0.590  0.08
N -4.292 -0.016 -1.514  0.11
C 4.688 0.546 0.214  -0.13
C -7.483 -0.825 0.122  -0.09
C 4.740 -0.749 -0.294  -0.02
C 0.997 1.170 0.486  -0.06
C 7.109 -0.788 0.044  -0.67
C -7.025 -0.960 1.431  -0.09
C 7.077 0.507 0.538  -0.09
C -4.818 -0.475 0.715  -0.46
C 5.868 1.170 0.611  -0.01
C -1.888 0.407 -1.683  -0.14
C -6.620 -0.513 -0.906  -0.01
C -5.691 -0.787 1.743  -0.10
C 3.421 1.329 0.295  -0.44
C 5.948 -1.416 -0.381  -0.10
C 0.163 0.390 -0.514  -0.47
C -3.148 0.086 -0.961  -0.52
C -5.271 -0.334 -0.616  -0.31
H -1.434 -0.513 -2.080  0.14
H 5.817 2.184 0.978  0.12
H -2.102 1.088 -2.511  0.14
H 7.989 0.988 0.853  0.11
H 3.847 -1.236 -0.658  0.12
H 0.476 1.153 1.451  0.14
H 1.102 2.212 0.168  0.14
H -7.725 -1.204 2.217  0.10
H -6.959 -0.405 -1.923  0.11
H 2.358 -0.408 0.589  0.13
H 5.993 -2.417 -0.781  0.11
H -5.334 -0.892 2.755  0.11
H -8.533 -0.966 -0.087  0.10

No. 2
The following is a quantum chemistry calculation of a molecular structure, C17H13ClN2O4ReS, from OMol25.

## Properties
Electronic energy = -2002.12896 a.u.
F_max = 0.94 eV/Å
Expectation value of S² = 0.789
Charge = +2
HOMO-LUMO gap (alpha / beta) = 6.60 / 6.79 eV
Energy relative to the best compared isomer or geometry (same formula, charge and spin) = 32.2 kcal per mole
Spin multiplicity = 2
HOMO energy (alpha / beta) = -14.56 / -15.62 eV

Last column: Löwdin charge in e.
Positions of all 39 atoms, in Å:
Re -1.233 0.278 -0.471  1.64
Cl 4.284 3.982 -1.333  0.85
S -0.250 3.360 -0.307  0.93
O -1.035 1.841 0.398  -0.62
O -1.523 0.048 -2.085  -0.32
O 0.681 3.808 0.693  -0.38
O 0.905 -0.365 -2.946  0.10
N 0.475 -0.725 0.025  -0.05
N -1.993 -1.287 0.649  -0.08
C -1.052 -2.147 1.163  -0.14
C -3.288 -1.494 0.888  -0.05
C 2.725 2.693 -3.111  -0.05
C 1.661 -0.224 -0.205  0.01
C 1.269 -2.698 1.376  0.04
C 2.898 1.751 -0.850  -0.03
C -2.802 -3.437 2.188  0.08
C 1.987 0.766 -1.188  -0.13
C 1.518 0.621 -2.582  -0.38
C -1.755 4.281 -0.094  -0.21
C -1.422 -3.240 1.957  -0.12
C 3.238 2.732 -1.790  -0.63
C 0.910 -3.794 2.189  -0.01
C 1.908 1.682 -3.498  0.07
C -0.399 -4.069 2.475  0.03
C -3.728 -2.571 1.652  0.01
C 0.298 -1.875 0.875  -0.16
H 3.322 1.820 0.144  0.14
H -1.530 5.282 -0.472  0.08
H -4.788 -2.703 1.813  0.13
H 2.475 -0.590 0.419  0.16
H -3.122 -4.277 2.791  0.15
H -2.558 3.845 -0.686  0.07
H -0.666 -4.920 3.087  0.14
H 1.695 -4.429 2.574  0.13
H 3.025 3.469 -3.803  0.13
H 1.539 1.600 -4.513  0.14
H -2.005 4.333 0.964  0.08
H 2.319 -2.558 1.157  0.13
H -3.983 -0.787 0.456  0.13

No. 3
The following is a quantum chemistry calculation of a molecular structure, C17H13IrN4O3S at a distorted geometry, from OMol25.

## Properties
Electronic energy = -1602.81108 a.u.
F_max = 3.22 eV/Å
HOMO-LUMO gap (alpha / beta) = 5.51 / 5.20 eV
Energy relative to the best compared isomer or geometry (same formula, charge and spin) = 3.9 kcal per mole
HOMO energy (alpha / beta) = -7.74 / -7.65 eV

Last column: Löwdin charge in e.
Positions of all 39 atoms, in Å:
Ir 0.375 -0.491 0.987  1.25
S 2.044 -1.638 -0.819  0.69
O 3.583 3.017 1.725  -0.06
O 1.543 1.102 1.242  -0.26
O -1.040 -1.858 0.583  -0.23
N -1.596 -0.278 -0.950  0.05
N 1.555 -2.206 3.266  0.19
N 4.293 -0.558 0.439  0.08
N -0.626 0.424 -0.404  -0.23
C 1.458 4.847 -0.501  -0.09
C -0.501 1.724 -0.766  -0.01
C -4.546 -2.805 -2.548  -0.08
C 1.511 2.253 0.642  -0.23
C 3.817 1.822 2.435  -0.07
C 0.461 3.935 -0.812  -0.05
C -4.578 -4.138 -2.158  -0.08
C -2.782 -3.732 -0.614  -0.02
C 1.127 -1.501 2.448  -0.28
C -1.755 -1.492 -0.450  -0.42
C 3.343 -0.994 -0.056  -0.88
C -3.693 -4.592 -1.190  -0.08
C -3.637 -1.936 -1.985  -0.02
C 2.533 3.201 0.915  -0.19
C -2.739 -2.389 -1.012  -0.15
C 2.497 4.490 0.325  0.01
C 0.472 2.616 -0.310  -0.14
H 1.965 -2.850 3.899  0.10
H -0.358 4.232 -1.447  0.11
H -5.242 -2.439 -3.287  0.10
H 3.290 5.172 0.583  0.12
H -1.198 2.067 -1.521  0.13
H -2.087 -4.083 0.135  0.11
H 1.411 5.843 -0.912  0.10
H 3.986 0.978 1.756  0.03
H -3.603 -0.896 -2.265  0.11
H -3.715 -5.626 -0.878  0.10
H 2.991 1.580 3.109  0.09
H -5.279 -4.824 -2.611  0.10
H 4.722 2.022 3.008  0.10

No. 4
The following is a quantum chemistry calculation of a molecular structure, C17H13N5ORu, from OMol25.

## Properties
Electronic energy = -1099.12657 a.u.
F_max = 0.54 eV/Å
Expectation value of S² = 8.765
Charge = +1
HOMO-LUMO gap (alpha / beta) = 7.91 / 7.17 eV
Spin multiplicity = 6
HOMO energy (alpha / beta) = -11.63 / -12.33 eV

Last column: Löwdin charge in e.
Positions of all 37 atoms, in Å:
Ru -0.199 -0.242 -0.380  1.45
O 1.872 0.367 -0.758  -0.26
N 0.962 -1.569 1.119  0.00
N 3.485 0.689 -5.124  0.19
N -0.669 -2.548 -0.775  0.03
N -0.380 -0.114 -2.625  0.10
N 2.622 0.518 -1.790  0.03
C 0.624 -3.166 -0.617  -0.25
C 1.091 -4.167 -1.414  0.00
C 2.930 -1.645 2.478  -0.01
C 2.875 0.569 -4.159  -0.17
C 1.436 -2.649 0.419  -0.19
C -0.396 2.405 0.003  -0.12
C 3.434 -2.683 1.750  0.03
C 2.376 -4.715 -1.189  -0.04
C -2.115 0.924 0.350  -0.20
C 2.075 0.419 -2.984  -0.29
C 1.691 -1.096 2.106  -0.10
C -1.238 0.848 1.462  -0.20
C 3.151 -4.271 -0.158  0.00
C -1.590 1.902 -0.545  -0.14
C -0.175 1.767 1.237  -0.14
C 2.689 -3.219 0.673  -0.14
C 0.684 0.122 -3.011  -0.11
H -1.115 -2.819 -1.643  0.11
H 4.405 -3.104 1.983  0.13
H 0.654 1.958 1.901  0.11
H 4.125 -4.705 0.030  0.13
H -3.064 0.420 0.253  0.11
H -2.038 2.203 -1.480  0.11
H -1.280 -2.814 -0.008  0.11
H 0.244 3.149 -0.445  0.12
H 3.475 -1.217 3.307  0.12
H 1.299 -0.231 2.626  0.11
H 0.471 -4.559 -2.212  0.13
H 2.730 -5.506 -1.835  0.12
H -1.399 0.260 2.352  0.11

Among the records above, which one has the lowest electronic energy?
C17H13ClN2O4ReS